No. 1
Below is a structure of composition C34H26AsBaO2S6, with properties calculated with wB97M-V/def2-TZVPD.

E_LUMO (eV): 1.621
ΔE to the lowest compared entry with this formula, charge and spin (kcal/mol): 0.00
HOMO energy (eV): -3.6
Frontier orbital gap (eV): 5.237
E_tot (Eh): -6112.300762

ORCA input file:
```
! wB97M-V def2-TZVPD RIJCOSX def2/J DEFGRID3
* xyz -1 1
Ba 3.103 -2.858 -1.215
S 3.984 -5.091 -2.956
As 3.806 -3.303 -4.238
S 1.728 -2.608 -3.821
S 5.080 -1.796 -3.208
S 4.251 -3.545 -6.261
C -2.944 -6.612 1.929
C -2.040 -5.415 2.021
C -1.300 -5.163 3.168
C -0.444 -4.070 3.232
C -0.347 -3.222 2.143
C -1.082 -3.446 0.983
C -1.920 -4.543 0.934
S 0.860 -1.916 2.218
O 1.782 -2.134 1.060
C -0.206 -0.504 1.899
C -1.343 -0.430 2.742
C -2.140 0.669 2.726
C -1.808 1.786 1.919
C -2.579 2.972 1.944
C -2.200 4.064 1.218
C -1.030 4.016 0.432
C -0.285 2.875 0.366
C -0.659 1.720 1.100
C 0.123 0.518 1.055
C 1.286 0.508 0.118
C 2.558 0.915 0.612
C 2.769 1.231 1.981
C 4.004 1.594 2.432
C 5.101 1.662 1.544
C 4.927 1.379 0.222
C 3.652 1.013 -0.282
C 3.465 0.727 -1.655
C 2.243 0.333 -2.117
C 1.148 0.229 -1.222
S -0.366 -0.351 -2.010
O -1.220 -1.028 -0.988
C -1.137 1.260 -2.250
C -2.401 1.450 -1.718
C -3.052 2.656 -1.934
C -2.457 3.671 -2.674
C -3.145 4.996 -2.863
C -1.195 3.445 -3.218
C -0.534 2.244 -3.020
H -2.991 -7.148 2.876
H -2.590 -7.305 1.164
H -3.957 -6.314 1.653
H -1.380 -5.832 4.016
H 0.146 -3.884 4.122
H -1.003 -2.769 0.138
H -2.492 -4.730 0.033
H -1.583 -1.269 3.384
H -3.025 0.715 3.349
H -3.468 3.000 2.564
H -2.792 4.970 1.248
H -0.727 4.887 -0.135
H 0.601 2.844 -0.253
H 1.936 1.184 2.671
H 4.147 1.831 3.479
H 6.079 1.937 1.918
H 5.758 1.419 -0.472
H 4.306 0.753 -2.335
H 2.122 0.002 -3.144
H -2.848 0.660 -1.129
H -4.036 2.812 -1.507
H -4.214 4.917 -2.664
H -3.013 5.371 -3.878
H -2.736 5.745 -2.181
H -0.723 4.220 -3.812
H 0.445 2.082 -3.455
*
```

Atom-resolved charges from Mulliken, all expressed in e:
1 Ba 1.303
2 S -0.655
3 As 0.330
4 S -0.578
5 S -0.611
6 S -0.549
7 C -1.353
8 C 1.024
9 C -0.788
10 C -0.386
11 C 0.297
12 C -0.233
13 C -1.101
14 S -0.220
15 O -0.301
16 C 1.709
17 C -1.178
18 C -1.291
19 C 1.061
20 C -0.986
21 C -0.796
22 C -0.714
23 C -0.802
24 C 0.593
25 C -0.100
26 C 0.192
27 C 1.342
28 C -1.049
29 C -0.891
30 C -0.629
31 C -1.059
32 C 0.604
33 C -0.954
34 C -0.881
35 C 0.537
36 S 0.473
37 O -0.621
38 C 0.279
39 C -0.250
40 C -0.799
41 C 0.981
42 C -1.527
43 C -0.741
44 C -0.604
45 H 0.359
46 H 0.311
47 H 0.329
48 H 0.310
49 H 0.439
50 H 0.550
51 H 0.433
52 H 0.505
53 H 0.384
54 H 0.420
55 H 0.418
56 H 0.461
57 H 0.373
58 H 0.504
59 H 0.419
60 H 0.400
61 H 0.497
62 H 0.397
63 H 0.696
64 H 0.458
65 H 0.325
66 H 0.375
67 H 0.407
68 H 0.255
69 H 0.400
70 H 0.498

***

No. 2
Below is a structure of composition C4HCoLiO4 at a distorted geometry, with properties calculated with wB97M-V/def2-TZVPD.

E_LUMO (spin up / spin down) (eV): -11.147 / -11.911
HOMO energy (spin up / spin down) (eV): -16.3 / -18.5
Frontier orbital gap (spin up / spin down) (eV): 5.172 / 6.620
E_tot (Eh): -1843.334119

ORCA input file:
```
! wB97M-V def2-TZVPD RIJCOSX def2/J DEFGRID3
* xyz 2 6
O -1.945 -0.043 -1.851
C -2.264 -0.753 -2.671
C 1.211 0.985 -0.097
C 1.332 0.530 -1.244
H 1.390 0.544 -2.320
Li -1.129 1.331 -0.464
O 1.656 -0.215 0.639
C 0.545 -0.594 1.329
O 0.671 -1.245 2.369
O -0.379 0.267 1.169
Co -1.089 -0.808 3.140
*
```

Atom-resolved charges from Mulliken, all expressed in e:
1 O -0.092
2 C 0.086
3 C -0.614
4 C 0.211
5 H 0.454
6 Li 0.946
7 O -0.152
8 C 1.315
9 O -0.594
10 O -0.750
11 Co 1.190

***

No. 3
Below is a cluster of 9 separate species, C45H42O27 in total at a distorted geometry, with properties calculated with wB97M-V/def2-TZVPD.

E_LUMO (eV): -3.241
ΔE to the lowest compared entry with this formula, charge and spin (kcal/mol): 87.82
HOMO energy (eV): -8.3
Frontier orbital gap (eV): 5.045
E_tot (Eh): -3770.531077

ORCA input file:
```
! wB97M-V def2-TZVPD RIJCOSX def2/J DEFGRID3
* xyz 0 1
C 4.282 0.511 6.780
C 5.503 0.131 5.716
C 5.142 0.242 4.250
O 6.051 0.177 3.397
C 3.697 0.361 3.969
C 2.635 0.612 4.896
C 2.985 0.692 6.295
O 2.039 1.119 7.141
O 1.415 0.787 4.460
O 6.754 0.165 6.094
H 4.725 0.555 7.755
H 3.239 0.159 2.955
H 1.145 0.451 3.547
H 7.378 0.047 5.284
C -3.310 -3.497 -3.346
C -4.788 -3.311 -3.613
C -5.242 -2.073 -4.121
O -6.460 -1.741 -4.330
C -4.255 -1.075 -4.606
C -2.773 -1.354 -4.453
C -2.293 -2.517 -3.782
O -1.150 -2.710 -3.516
O -1.860 -0.368 -4.716
O -5.731 -4.206 -3.208
H -2.938 -4.341 -2.980
H -4.494 -0.164 -4.796
H -2.166 0.225 -5.538
H -6.458 -3.953 -3.369
C 5.525 3.170 -0.982
C 5.717 2.905 0.499
C 7.022 2.605 1.026
O 7.258 2.512 2.240
C 8.196 2.629 -0.012
C 7.822 2.774 -1.445
C 6.511 2.946 -2.003
O 6.297 2.890 -3.164
O 8.797 2.575 -2.374
O 4.710 3.119 1.413
H 4.501 3.578 -1.148
H 9.297 2.544 0.227
H 8.540 2.754 -3.229
H 5.117 3.116 2.360
C 1.597 -3.063 6.197
C 2.395 -3.090 4.890
C 1.746 -3.014 3.551
O 2.341 -2.895 2.492
C 0.269 -2.930 3.637
C -0.536 -3.100 5.008
C 0.170 -3.252 6.247
O -0.389 -3.469 7.275
O -1.830 -2.909 5.111
O 3.788 -3.019 4.881
H 2.040 -3.337 7.258
H -0.277 -2.842 2.757
H -2.313 -2.855 4.382
H 4.215 -2.580 4.071
C 2.239 0.798 -0.432
C 1.984 1.185 -1.910
C 0.710 0.754 -2.476
O 0.601 0.961 -3.680
C -0.200 -0.054 -1.743
C 0.101 -0.376 -0.230
C 1.275 0.151 0.394
O 1.527 0.011 1.635
O -0.704 -1.168 0.582
O 2.827 1.999 -2.629
H 3.292 1.229 0.014
H -1.286 -0.372 -2.035
H -1.626 -1.003 0.034
H 2.512 1.999 -3.533
C -5.907 -1.655 -0.295
C -6.876 -2.708 0.009
C -6.619 -4.055 0.237
O -7.397 -4.854 0.640
C -5.101 -4.406 0.257
C -4.066 -3.299 0.004
C -4.478 -1.876 -0.326
O -3.562 -1.132 -0.824
O -2.719 -3.517 0.165
O -8.279 -2.411 -0.025
H -6.285 -0.723 -0.388
H -5.037 -5.473 0.762
H -2.500 -4.284 0.708
H -8.756 -3.330 0.516
C -2.386 0.633 4.113
C -2.617 0.938 2.623
O -1.793 1.678 1.997
C -3.940 0.437 1.973
H -1.490 0.858 4.455
H -2.544 -0.524 4.283
H -2.996 1.363 4.674
H -3.775 -0.824 1.926
H -4.006 0.716 0.829
H -4.849 0.639 2.602
C 4.335 4.268 -5.876
C 2.961 3.608 -6.114
O 2.391 2.788 -5.391
C 2.280 3.996 -7.453
H 4.849 4.025 -6.675
H 4.933 3.914 -5.266
H 4.319 5.406 -5.594
H 1.400 3.570 -7.604
H 3.047 3.839 -8.319
H 2.180 5.029 -7.499
C -3.831 1.974 -2.035
C -4.873 2.323 -3.049
O -4.588 3.195 -3.890
C -6.140 1.533 -3.054
H -4.317 1.971 -0.958
H -2.913 2.511 -1.967
H -3.389 1.118 -2.367
H -5.978 0.551 -3.208
H -6.845 1.959 -3.733
H -6.696 1.433 -2.182
*
```

Mulliken atomic charge list, values in e, 99 entries:
1 C -1.143
2 C 0.376
3 C 0.433
4 O -0.671
5 C -0.168
6 C 0.384
7 C 0.725
8 O -0.674
9 O -0.496
10 O -0.524
11 H 0.436
12 H 0.559
13 H 0.451
14 H 0.409
15 C -1.032
16 C -0.236
17 C 1.144
18 O -0.718
19 C -0.893
20 C 0.405
21 C 0.449
22 O -0.545
23 O -0.416
24 O -0.369
25 H 0.793
26 H 0.832
27 H 0.435
28 H 0.217
29 C -0.596
30 C 0.098
31 C 1.094
32 O -0.585
33 C -0.955
34 C 0.228
35 C 0.984
36 O -0.573
37 O -0.524
38 O -0.580
39 H 0.378
40 H 0.340
41 H 0.314
42 H 0.360
43 C -0.633
44 C 0.345
45 C 0.738
46 O -0.604
47 C -0.760
48 C 0.474
49 C 0.551
50 O -0.551
51 O -0.419
52 O -0.592
53 H 0.262
54 H 0.468
55 H 0.286
56 H 0.379
57 C -0.720
58 C 0.110
59 C 0.808
60 O -0.743
61 C 0.678
62 C 0.512
63 C -0.087
64 O -0.158
65 O 0.049
66 O -0.330
67 H -0.071
68 H -0.428
69 H -0.072
70 H 0.328
71 C -1.111
72 C -0.018
73 C 0.886
74 O -0.583
75 C -0.836
76 C 0.500
77 C 0.349
78 O 0.087
79 O -0.362
80 O -0.647
81 H 0.844
82 H 0.186
83 H 0.304
84 H 0.458
85 C -0.987
86 C 0.766
87 O -0.616
88 C 0.065
89 H 0.342
90 H 0.054
91 H 0.393
92 H -0.181
93 H -0.333
94 H 0.478
95 C -1.556
96 C 0.971
97 O -0.560
98 C -1.347
99 H 0.508